[1]
A single C14H23N3S molecule in a non-equilibrium geometry, computed with the ωB97M-V functional and the def2-TZVPD basis.

Gap between HOMO and LUMO   0.319 Eh
Energy relative to the best compared isomer or geometry (same formula, charge and spin)   2.460 eV
SMILES string   CC(C)NC(=S)N(CCc1ccncc1)C(C)C
E_LUMO   0.51 eV

Positions of all 41 atoms, in Å:
C  0.6881  1.7610  -3.5788
C  -0.5027  1.4443  -2.6593
C  -1.7708  1.3491  -3.4598
N  -0.2308  0.0172  -2.3623
C  -1.1331  -0.6259  -1.4041
S  -2.1952  -1.7649  -1.9460
N  -1.1075  -0.2923  -0.0002
C  0.2781  -0.0060  0.5081
C  1.1818  -1.3176  0.4770
C  2.2861  -1.2636  1.5972
C  2.2130  -1.9756  2.7948
C  3.2353  -1.7698  3.7542
N  4.2862  -0.9497  3.5220
C  4.2225  -0.1965  2.4293
C  3.2974  -0.3524  1.4288
C  -2.4237  -0.1562  0.7822
C  -2.9694  1.2649  0.9251
C  -2.2933  -0.8695  2.2042
H  1.6886  1.5094  -3.1589
H  0.5627  2.8719  -3.7173
H  0.6681  1.3003  -4.6007
H  -0.6289  2.1246  -1.8230
H  -1.7889  0.5892  -4.2488
H  -2.5298  1.1314  -2.7049
H  -1.9958  2.2880  -3.9604
H  -0.2276  -0.4646  -3.2119
H  0.3774  0.2971  1.5767
H  0.6947  0.8125  -0.0440
H  0.4361  -2.0029  0.7564
H  1.6871  -1.6506  -0.4437
H  1.3917  -2.6547  2.9521
H  3.2876  -2.3826  4.7252
H  5.0441  0.5372  2.3308
H  3.2630  0.2107  0.4898
H  -3.1227  -0.5634  0.0307
H  -2.3153  2.0591  1.3694
H  -3.0574  1.5985  -0.1693
H  -3.8414  1.2521  1.5222
H  -1.2862  -0.6551  2.6248
H  -2.2580  -1.9183  1.8683
H  -3.1110  -0.5864  2.8241



[2]
C14H23N5O3PRh as an isolated structure in a non-equilibrium geometry, computed with the ωB97M-V functional and the def2-TZVPD basis.

Total charge   +2
Gap between HOMO and LUMO   0.239 Eh
Energy relative to the best compared isomer or geometry (same formula, charge and spin)   0.000 eV
E_LUMO   -8.12 eV

Positions of all 47 atoms, in Å:
Rh  0.8895  0.2289  0.5347
O  0.5251  2.1501  1.1961
C  1.6214  3.0987  1.1243
C  2.8292  2.5161  0.4267
C  3.9877  3.2655  0.3006
C  5.0394  2.7513  -0.4346
C  4.9102  1.5016  -1.0345
C  3.7417  0.8047  -0.8473
N  2.7174  1.2903  -0.1152
H  0.2824  1.9858  2.1232
H  1.8660  3.4284  2.1332
H  1.2616  3.9609  0.5631
H  4.0564  4.2410  0.7643
H  5.9524  3.3206  -0.5491
H  5.7043  1.0813  -1.6347
H  3.5974  -0.1715  -1.2938
N  1.6360  -1.6560  0.4539
C  1.2050  -2.4060  1.6722
C  0.6888  -1.4670  2.7598
O  0.5718  -1.7495  3.9051
O  0.3207  -0.2447  2.2995
H  1.4092  -2.1908  -0.3798
H  2.6464  -1.5289  0.4439
H  2.0172  -3.0195  2.0542
H  0.3848  -3.0679  1.3964
C  -4.1569  -0.3328  -0.1117
N  -3.4603  -1.5596  0.2748
C  -3.2667  -2.4014  -0.9044
N  -2.5619  -1.7087  -1.9922
C  -3.2820  -0.4789  -2.3297
N  -3.4603  0.4011  -1.1759
C  -2.2260  1.0159  -0.7475
P  -1.1039  -0.3699  -0.2179
C  -2.2063  -1.2722  0.9506
C  -1.1631  -1.4689  -1.7131
H  -4.2843  0.3125  0.7573
H  -5.1410  -0.6056  -0.4891
H  -4.2446  -2.6997  -1.2788
H  -2.7142  -3.3008  -0.6298
H  -4.2679  -0.7585  -2.6975
H  -2.7511  0.0519  -3.1205
H  -2.3845  1.6977  0.0896
H  -1.7646  1.5749  -1.5635
H  -2.3720  -0.6460  1.8296
H  -1.7310  -2.1952  1.2892
H  -0.6381  -2.4095  -1.5251
H  -0.6812  -0.9697  -2.5565



[3]
C14H23N6RhS3 as an isolated structure in a non-equilibrium geometry, computed with the ωB97M-V functional and the def2-TZVPD basis.

Total charge   +2
Gap between HOMO and LUMO   0.246 Eh
E_LUMO   -7.18 eV

Positions of all 47 atoms, in Å:
Rh  -0.1632  0.4418  0.8942
N  1.7314  1.3019  0.7168
C  1.6203  2.7848  0.9128
C  0.2816  3.1177  1.5616
N  -0.8138  2.3993  0.8403
C  -2.1612  2.5078  1.5041
C  -2.4889  1.2473  2.2783
N  -2.1746  0.0835  1.3901
C  -0.9372  2.8521  -0.5818
C  -1.5028  1.7329  -1.4317
N  -0.6093  0.5633  -1.2499
H  2.2294  0.8957  1.5111
H  2.2984  1.0832  -0.0978
H  1.7254  3.2631  -0.0571
H  2.4348  3.1609  1.5308
H  0.1067  4.1973  1.5662
H  0.2616  2.7693  2.5934
H  -2.8951  2.6536  0.7124
H  -2.1970  3.3926  2.1409
H  -3.5255  1.2444  2.6168
H  -1.8545  1.1522  3.1550
H  -2.8103  0.0643  0.5960
H  -2.3310  -0.7857  1.8991
H  0.0478  3.1138  -0.9578
H  -1.5489  3.7550  -0.6237
H  -1.5874  2.0362  -2.4753
H  -2.5030  1.4538  -1.1005
H  0.2513  0.7001  -1.7761
H  -1.0226  -0.2825  -1.6366
S  -1.1209  -5.0091  0.5226
C  -0.3843  -3.6411  0.9688
S  -0.7118  -2.8934  2.5310
C  0.2964  -1.5548  2.1143
N  0.8841  -1.6805  0.9353
N  0.5366  -2.8087  0.3075
C  1.1299  -3.0204  -0.9961
C  1.7040  -1.9260  -1.6413
C  2.2970  -2.0827  -2.8813
C  2.3269  -3.3283  -3.4913
C  1.7644  -4.4121  -2.8407
C  1.1649  -4.2721  -1.5961
S  0.4639  -0.1051  3.0381
H  1.7011  -0.9564  -1.1692
H  2.7462  -1.2286  -3.3703
H  2.7933  -3.4513  -4.4586
H  1.7917  -5.3924  -3.2962
H  0.7541  -5.1370  -1.1085



[4]
A 3-piece molecular cluster, C14H23NO10 overall in a non-equilibrium geometry, computed with the ωB97M-V functional and the def2-TZVPD basis.

Gap between HOMO and LUMO   0.233 Eh
SMILES string   C=C[C@H]1CC(=O)O[C@@H]1ON=O.CCOC(=O)OC.CCOC(=O)OC
E_LUMO   -1.60 eV

Positions of all 48 atoms, in Å:
C  0.4552  -4.9628  -3.2706
C  -0.6157  -4.1534  -3.9738
C  -1.4260  -2.9255  -3.2501
C  -1.0453  -1.3572  -3.6624
C  -2.1268  -0.6497  -2.6007
O  -1.9261  0.3624  -1.7356
O  -3.3703  -1.4609  -2.8083
C  -3.0520  -2.7782  -3.4511
O  -3.7552  -3.9316  -2.8664
N  -4.9656  -3.9276  -3.4897
O  -5.7564  -3.6470  -2.5791
H  1.5721  -4.5631  -3.2582
H  0.2274  -5.9767  -2.6946
H  -0.8318  -4.4559  -5.0877
H  -1.3200  -2.8699  -2.0757
H  0.0927  -1.0453  -3.5631
H  -1.5347  -1.0806  -4.7153
H  -3.4303  -2.7152  -4.5730
C  4.4902  2.2791  -3.0073
C  4.5397  1.5985  -1.6507
O  3.5898  2.1857  -0.7523
C  2.3041  1.7863  -0.9159
O  1.9012  0.9795  -1.7385
O  1.5367  2.4598  -0.0222
C  0.1413  2.1957  -0.1449
H  4.6083  3.3622  -2.8997
H  5.2793  1.8982  -3.6612
H  3.5263  2.1127  -3.4986
H  5.5300  1.7469  -1.2067
H  4.3829  0.5170  -1.7339
H  -0.0653  1.1208  -0.1197
H  -0.2414  2.6413  -1.0683
H  -0.3686  2.6627  0.7023
C  -2.6925  1.9650  6.3217
C  -1.6203  1.0318  6.8559
O  -0.8397  0.4878  5.7841
C  0.1140  1.3087  5.2784
O  0.3629  2.4415  5.6591
O  0.7281  0.6618  4.2560
C  1.7013  1.4502  3.5754
H  -3.2957  1.4623  5.5587
H  -3.3487  2.3037  7.1280
H  -2.2495  2.8457  5.8460
H  -2.0962  0.1856  7.3632
H  -0.9798  1.5300  7.5928
H  2.4290  1.8764  4.2736
H  1.2053  2.2406  3.0036
H  2.2363  0.8009  2.8767



[5]
A single C14H23NO2 molecule, computed with the ωB97M-V functional and the def2-TZVPD basis.

Gap between HOMO and LUMO   0.334 Eh
Energy relative to the best compared isomer or geometry (same formula, charge and spin)   0.257 eV
SMILES string   Cc1ccccc1OCCCCCNCCO
E_LUMO   0.87 eV

Positions of all 40 atoms, in Å:
C  0.3419  0.3727  2.7729
C  1.0109  1.2370  1.7475
C  0.6476  2.5664  1.6075
C  1.2312  3.3794  0.6516
C  2.2061  2.8585  -0.1769
C  2.5874  1.5334  -0.0564
C  1.9937  0.7128  0.8956
O  2.3295  -0.6034  1.0901
C  2.8907  -1.3342  0.0221
C  1.9227  -1.4582  -1.1577
C  0.6225  -2.1393  -0.7246
C  -0.5797  -1.7450  -1.5800
C  -1.0078  -0.2865  -1.3426
N  -2.3363  0.0537  -1.8210
C  -3.4465  -0.4604  -1.0432
C  -3.4864  0.1518  0.3627
O  -2.6501  -0.4940  1.2955
H  -0.6334  0.0510  2.4055
H  0.9443  -0.5062  2.9818
H  0.1852  0.9283  3.6950
H  -0.1156  2.9658  2.2599
H  0.9282  4.4113  0.5563
H  2.6777  3.4800  -0.9242
H  3.3575  1.1497  -0.7084
H  3.0939  -2.3206  0.4493
H  3.8449  -0.8992  -0.3028
H  1.7033  -0.4570  -1.5289
H  2.4067  -2.0190  -1.9588
H  0.4124  -1.8598  0.3101
H  0.7561  -3.2236  -0.7554
H  -0.3556  -1.8991  -2.6392
H  -1.4127  -2.4041  -1.3210
H  -0.3145  0.3945  -1.8440
H  -0.9736  -0.0659  -0.2756
H  -2.4347  -0.2274  -2.7917
H  -3.4490  -1.5633  -0.9446
H  -4.3623  -0.1744  -1.5670
H  -4.5236  0.1409  0.7272
H  -3.1382  1.1847  0.3158
H  -2.8744  -1.4315  1.3176



[6]
C14H24AuClN5O6 as an isolated structure in a non-equilibrium geometry, computed with the ωB97M-V functional and the def2-TZVPD basis.

Total charge   +1
Gap between HOMO and LUMO (spin up / spin down)   0.216 / 0.222 Eh
Energy relative to the best compared isomer or geometry (same formula, charge and spin)   1.308 eV
Spin multiplicity   3
<S²>   2.48
E_LUMO (spin up / spin down)   -4.54 / -4.88 eV

Positions of all 51 atoms, in Å:
O  3.8439  0.7808  -3.4541
H  3.7002  -0.0995  -3.0532
Au  0.2978  -0.4046  -0.2429
N  0.8486  1.5098  -0.5972
N  1.9131  -0.2897  0.9828
N  -1.5196  -0.5536  -1.2014
N  -0.5799  -2.0607  0.7014
O  0.0951  2.4075  -1.0699
O  -1.9857  0.2961  -2.1886
O  0.0061  -2.8539  1.6396
O  2.2311  -1.1539  1.8965
C  2.7318  0.7690  0.6500
C  2.1703  1.7247  -0.2304
C  -2.3443  -1.5055  -0.7543
C  -1.8202  -2.3466  0.3050
C  2.7925  2.9413  -0.8003
H  2.7455  2.8871  -1.8961
H  3.8343  2.9803  -0.4775
H  2.2479  3.8250  -0.4427
C  4.1125  0.7340  1.1786
H  4.6018  -0.1967  0.8542
H  4.0800  0.7629  2.2757
H  4.6553  1.5995  0.7874
C  -3.7310  -1.6510  -1.2797
C  -2.6178  -3.4672  0.8854
H  -3.8400  -1.1499  -2.2497
H  -4.4573  -1.2286  -0.5634
H  -3.9438  -2.7264  -1.3799
H  -2.2091  -3.7727  1.8566
H  -2.5965  -4.3216  0.1868
H  -3.6646  -3.1395  0.9931
H  -1.2137  0.7932  -2.5384
H  0.9089  -2.4417  1.8023
C  1.3549  -1.8265  -1.4336
H  1.9503  -1.5788  -2.2835
H  0.3708  -2.3029  -1.6324
H  1.8862  -2.2778  -0.5803
O  0.3851  1.3185  -4.5955
H  1.3507  1.4172  -4.6234
H  0.2536  0.5272  -4.0330
Cl  -3.9443  3.1157  1.4197
C  -2.6235  2.1398  1.9390
C  -2.2695  2.0043  3.2831
C  -1.2054  1.1774  3.6313
C  -0.5321  0.5075  2.6122
N  -0.8494  0.7028  1.3320
C  -1.8835  1.4693  0.9677
H  -2.8456  2.5499  4.0258
H  -0.8577  1.0234  4.6500
H  0.3025  -0.1538  2.8263
H  -2.1365  1.5387  -0.0811



[7]
C14H24BF10N3O8PTi as an isolated structure in a non-equilibrium geometry, computed with the ωB97M-V functional and the def2-TZVPD basis.

Total charge   -2
Gap between HOMO and LUMO (spin up / spin down)   0.247 / 0.276 Eh
Energy relative to the best compared isomer or geometry (same formula, charge and spin)   0.559 eV
Spin multiplicity   2
<S²>   0.75
E_LUMO (spin up / spin down)   4.46 / 4.46 eV

Positions of all 62 atoms, in Å:
Ti  -0.0253  0.0786  0.8657
O  -1.8581  -3.2032  1.7725
C  -2.4765  -2.5952  2.8849
C  -1.6144  -1.6348  3.6819
N  -1.2294  -0.3818  3.0325
C  -0.4344  0.4104  3.9766
C  0.1808  1.6307  3.3209
O  0.2716  2.6756  3.9231
O  0.5811  1.4016  2.0929
C  -2.4134  0.3457  2.5441
C  -2.8463  -0.2468  1.1926
O  -4.0133  -0.3414  0.8801
O  -1.8308  -0.6974  0.4956
H  -1.6580  -2.5105  1.1204
H  -2.7219  -3.4076  3.5728
H  -3.4208  -2.1166  2.6007
H  -0.6943  -2.1420  3.9749
H  -2.1921  -1.3871  4.5895
H  0.3962  -0.2174  4.3101
H  -1.0208  0.7304  4.8436
H  -2.1515  1.3939  2.3882
H  -3.2588  0.2998  3.2389
F  2.6442  0.2627  0.3837
P  4.2115  0.4213  0.8767
F  3.7355  0.5729  2.3965
F  4.6692  0.2678  -0.6816
F  4.0859  2.0216  0.6643
F  4.3090  -1.1783  1.0482
F  5.7626  0.5846  1.3148
C  1.9105  -3.4497  0.0067
O  0.8373  -2.5471  0.2355
C  0.8198  -1.7687  1.4154
O  1.2974  -2.2735  2.4017
H  1.8316  -3.7609  -1.0350
H  1.8478  -4.3257  0.6562
H  2.8587  -2.9398  0.1798
F  -3.0949  3.1414  -0.6011
B  -1.8431  2.7128  -1.0280
F  -1.0577  3.7875  -1.4797
F  -1.9818  1.7718  -2.0863
F  -1.1627  2.0770  0.0719
C  -1.2647  -1.3940  -2.5850
N  -0.3432  -0.3839  -3.1098
C  -0.7880  0.2228  -4.3593
C  0.3115  1.0970  -4.9242
C  0.6632  2.1255  -3.8741
N  1.0101  1.4677  -2.6201
C  1.6717  2.3588  -1.6515
C  0.3198  0.3878  -2.2077
O  0.3668  0.0285  -1.0090
H  -1.2840  -2.2325  -3.2848
H  -2.2684  -0.9781  -2.4762
H  -0.9337  -1.7457  -1.6178
H  -1.6933  0.8097  -4.1802
H  -1.0386  -0.5888  -5.0446
H  -0.0148  1.5850  -5.8444
H  1.1877  0.4815  -5.1466
H  -0.1783  2.8028  -3.6989
H  1.5205  2.7261  -4.1807
H  1.2966  3.3695  -1.8063
H  2.7516  2.3208  -1.7869
H  1.4571  2.0769  -0.6346



[8]
C14H24ClLiN5O as an isolated structure, computed with the ωB97M-V functional and the def2-TZVPD basis.

Total charge   +1
Gap between HOMO and LUMO   0.286 Eh
E_LUMO   -2.23 eV

Positions of all 46 atoms, in Å:
Li  0.1132  -0.1760  -0.1329
C  1.0926  -1.4964  3.3543
C  0.0005  -1.4253  2.3309
O  -0.2641  -0.3721  1.7517
N  -0.6687  -2.5528  2.0664
C  -1.6373  -2.6469  0.9913
C  -0.9982  -3.0408  -0.3177
C  -1.4640  -4.1249  -1.0420
C  -0.8087  -4.4767  -2.2135
C  0.2946  -3.7425  -2.6018
C  0.6791  -2.6650  -1.8173
N  0.0465  -2.3026  -0.7063
H  1.1546  -0.5423  3.8707
H  2.0352  -1.6559  2.8326
H  0.9456  -2.3011  4.0704
H  -0.3279  -3.4053  2.4832
H  -2.1223  -1.6727  0.9012
H  -2.4031  -3.3705  1.2719
H  -2.3143  -4.6892  -0.6884
H  -1.1484  -5.3189  -2.8004
H  0.8501  -3.9855  -3.4948
H  1.5301  -2.0632  -2.0932
N  0.5050  3.7138  0.4004
C  0.1579  2.6888  1.4452
C  -1.3253  2.4369  1.4107
N  -1.6767  1.9699  0.0756
C  -1.5176  3.0560  -0.8760
C  -0.0431  3.3857  -0.9649
H  1.5304  3.7782  0.3495
H  0.1368  4.6235  0.6944
H  0.5162  3.0739  2.3992
H  0.7276  1.8100  1.1713
H  -1.8904  3.3421  1.6873
H  -1.5344  1.6642  2.1453
H  -2.6276  1.6239  0.0573
H  -2.1107  3.9426  -0.6034
H  -1.8321  2.7336  -1.8697
H  0.1739  4.2338  -1.6126
H  0.5075  2.5066  -1.2934
N  2.6734  1.5892  -0.1765
C  1.7938  0.9002  -0.8246
H  3.4417  1.9251  -0.7819
Cl  0.5075  0.6130  -3.2226
C  2.0719  0.8008  -2.3203
H  2.5492  1.6880  -2.7479
H  2.6800  -0.0728  -2.5589



Number 1: electronic energy -1109.62743 Ha. Number 2: electronic energy -1498.11583 Ha. Number 3: electronic energy -2180.41138 Ha. Number 4: electronic energy -1354.01826 Ha. Number 5: electronic energy -752.47086 Ha. Number 6: electronic energy -1868.27711 Ha. Number 7: electronic energy -3529.16382 Ha. Number 8: electronic energy -1364.43598 Ha.